1.
2 unconnected molecules or ions with the total composition C5H11NO in a non-equilibrium geometry, computed with the ωB97M-V functional and the def2-TZVPD basis.

## Properties
energy relative to the best compared isomer or geometry (same formula, charge and spin) = 233.6 kJ/mol
SMILES = C=CC/C=C/N.O
HOMO = -8.06 eV
largest force on an atom = 0.0451 Eh/bohr
HOMO-LUMO gap = 9.0 eV
charge = 0
LUMO level = 1.0 eV

Positions of all 18 atoms, in Å:
C -0.0497 1.4776 -3.1735
C 0.7913 1.0805 -2.2095
C 0.4083 1.3348 -0.7688
C 0.9419 0.1635 0.0432
C 0.1205 -0.6868 0.6821
N 0.4537 -1.9075 1.2500
H 0.0557 1.1976 -4.2124
H -0.9615 1.9778 -2.8722
H 1.8319 0.8694 -2.3973
H 0.8597 2.2677 -0.4046
H -0.6645 1.3282 -0.5918
H 2.0063 -0.0378 0.1497
H -0.9418 -0.4720 0.7567
H -0.0791 -2.7163 1.0173
H 1.4283 -2.0735 1.4285
O -2.1263 -0.9102 3.0236
H -1.6706 -0.2601 3.5809
H -1.6076 -1.7067 3.0865

Cartesian forces (eV/Å) of the 6 atoms listed first:
0.29 -0.95 0.43
-1.09 2.03 -0.22
1.35 -0.88 0.91
-0.61 -0.41 1.05
-0.17 0.31 -1.14
0.61 0.41 1.24



2.
2 unconnected molecules or ions with the total composition C5H11NO, computed with the ωB97M-V functional and the def2-TZVPD basis.

## Properties
energy relative to the best compared isomer or geometry (same formula, charge and spin) = 98.2 kJ/mol
SMILES = C=C(C)NC=O.C
HOMO = -9.04 eV
largest force on an atom = 0.0088 Eh/bohr
HOMO-LUMO gap = 9.9 eV
charge = 0
LUMO level = 0.8 eV

Positions of all 18 atoms, in Å:
C -1.1936 0.5294 1.6159
C 0.0558 0.3811 1.1719
C 0.9090 1.5167 0.6829
N 0.6626 -0.8998 1.2213
C 1.5793 -1.4115 0.3448
O 2.0771 -0.8382 -0.6005
H -1.6558 1.5095 1.6501
H -1.7887 -0.3143 1.9571
H 0.3515 2.4543 0.7467
H 1.8137 1.6003 1.2953
H 1.2320 1.3501 -0.3464
H 0.2495 -1.5645 1.8603
H 1.8389 -2.4556 0.6045
C -1.2327 -0.3673 -2.2380
H -1.2185 0.2515 -3.1389
H -0.3222 -0.9720 -2.1996
H -2.1147 -1.0132 -2.2581
H -1.2747 0.2702 -1.3503

Cartesian forces (eV/Å) of the 6 atoms listed first:
0.11 -0.01 -0.01
-0.19 0.15 0.09
-0.02 0.03 -0.03
-0.02 -0.06 -0.07
0.14 0.09 -0.17
-0.18 -0.21 0.36



3.
2 unconnected molecules or ions with the total composition C5H11NO in a non-equilibrium geometry, computed with the ωB97M-V functional and the def2-TZVPD basis.

## Properties
energy relative to the best compared isomer or geometry (same formula, charge and spin) = 741.5 kJ/mol
HOMO = -8.48 eV
largest force on an atom = 0.0591 Eh/bohr
HOMO-LUMO gap = 6.7 eV
charge = 0
LUMO level = -1.8 eV

Positions of all 18 atoms, in Å:
N 1.3484 0.6266 -0.4331
C 0.1452 0.7523 0.0201
C -0.6973 0.9444 1.6456
C -0.2302 -0.2881 1.1367
C -1.1883 -1.3569 0.5848
C -0.8816 1.5386 -0.7990
H 1.6176 -0.4363 -0.5813
H 1.6129 1.0368 -1.3248
H -0.1673 1.4873 2.4289
H 0.6304 -0.8003 1.5810
H -1.6320 -1.7340 1.5064
H -1.9979 -0.8388 0.0598
H -0.5716 2.5574 -0.5533
H -0.8142 1.3292 -1.8667
H -1.8570 1.3769 -0.3638
H 1.7805 -2.2918 -1.8072
H -0.7806 -2.0587 -0.1358
O 1.2024 -1.6714 -1.3584

Cartesian forces (eV/Å) of the 6 atoms listed first:
0.23 0.13 0.30
-0.80 0.03 -2.93
-1.04 0.25 1.00
0.60 -0.58 0.89
-1.16 1.50 -0.33
1.05 -0.21 0.81



4.
A single C5H11NO molecule, computed with the ωB97M-V functional and the def2-TZVPD basis.

## Properties
energy relative to the best compared isomer or geometry (same formula, charge and spin) = 469.7 kJ/mol
HOMO = -6.49 eV
largest force on an atom = 0.0084 Eh/bohr
HOMO-LUMO gap = 7.2 eV
charge = 0
LUMO level = 0.8 eV

Positions of all 18 atoms, in Å:
C 2.6258 0.6921 0.2217
O 1.3797 0.9826 -0.3664
C 0.5951 -0.1683 -0.5409
C -0.1572 -0.5932 0.7366
N -1.3886 0.1230 0.2789
C -2.6533 -0.5726 0.6303
C -0.7586 0.2318 -1.1200
H 3.1728 1.6330 0.3043
H 3.2012 -0.0071 -0.4034
H 2.5159 0.2539 1.2253
H 1.1570 -0.9554 -1.0621
H -0.4074 -1.6535 0.7931
H 0.2222 -0.2419 1.6981
H -1.4136 1.0514 0.6974
H -2.5915 -1.5105 0.0495
H -3.4540 0.0326 0.1762
H -0.8106 1.2249 -1.5706
H -1.2348 -0.5227 -1.7480

Cartesian forces (eV/Å) of the 6 atoms listed first:
0.30 -0.02 0.13
-0.03 0.07 -0.06
-0.04 -0.17 -0.07
0.12 -0.10 0.14
0.13 0.23 0.14
-0.13 -0.01 -0.41



5.
A single C5H11NO molecule, computed with the ωB97M-V functional and the def2-TZVPD basis.

## Properties
energy relative to the best compared isomer or geometry (same formula, charge and spin) = 231.4 kJ/mol
SMILES = COC1CN(C)C1
HOMO = -8.73 eV
largest force on an atom = 0.0059 Eh/bohr
HOMO-LUMO gap = 9.8 eV
charge = 0
LUMO level = 1.1 eV

Positions of all 18 atoms, in Å:
C -0.9493 -1.0484 2.5013
O 0.1842 -1.0200 1.6664
C -0.1662 -0.7450 0.3483
C -0.4982 0.6985 -0.0897
N 0.1287 0.3502 -1.3647
C 0.7260 1.3688 -2.1873
C 0.9638 -0.6405 -0.6804
H -0.6138 -1.3051 3.5081
H -1.6790 -1.8021 2.1648
H -1.4531 -0.0708 2.5304
H -0.9459 -1.4339 -0.0069
H -1.5356 1.0440 -0.1448
H 0.1067 1.4072 0.5084
H 1.4933 1.9713 -1.6667
H -0.0589 2.0433 -2.5489
H 1.1885 0.8963 -3.0613
H 1.8589 -0.1975 -0.2060
H 1.2499 -1.5163 -1.2709

Cartesian forces (eV/Å) of the 6 atoms listed first:
-0.19 -0.01 0.22
0.12 0.02 -0.03
-0.08 -0.04 -0.16
-0.22 0.16 0.13
0.04 0.09 -0.10
0.05 0.09 -0.10



6.
A single C5H11NO molecule, computed with the ωB97M-V functional and the def2-TZVPD basis.

## Properties
energy relative to the best compared isomer or geometry (same formula, charge and spin) = 190.0 kJ/mol
SMILES = C/C=C(/NC)OC
HOMO = -7.36 eV
largest force on an atom = 0.0050 Eh/bohr
HOMO-LUMO gap = 8.4 eV
charge = 0
LUMO level = 1.1 eV

Positions of all 18 atoms, in Å:
C -0.0572 0.4485 -2.4267
C -0.7226 0.6582 -1.0962
C -0.4502 -0.0495 0.0142
N -1.2874 -0.1184 1.1077
C -0.9306 -0.5775 2.4263
O 0.6563 -0.8449 0.1591
C 1.8992 -0.1795 -0.0145
H 0.6670 1.2327 -2.6918
H 0.4631 -0.5152 -2.4545
H -0.8103 0.4284 -3.2236
H -1.5714 1.3370 -1.0550
H -2.2153 0.2445 0.9697
H -1.4659 -1.4989 2.6912
H -1.1529 0.1805 3.1870
H 0.1372 -0.7968 2.4545
H 2.6718 -0.8917 0.2848
H 1.9565 0.7123 0.6214
H 2.0679 0.1189 -1.0541

Cartesian forces (eV/Å) of the 6 atoms listed first:
0.08 -0.03 -0.08
-0.03 -0.05 0.11
-0.13 0.15 -0.08
-0.11 0.04 -0.15
0.09 -0.06 0.16
-0.16 -0.01 -0.03